DFT (the ωB97M-V functional and the def2-TZVPD basis) results for a structure of composition C24H25As2N3O8Ti.

Properties
Multiplicity: 1
Lowest unoccupied orbital energy (spin up / spin down) in eV: 4.54 / 4.54
Energy relative to the best compared isomer or geometry (same formula, charge and spin) in eV: 0.0000
Max |F| in eV/A: 0.69
Total charge: -2
E_HOMO (spin up / spin down) in eV: 0.335 / 0.339

Geometry (Å):
H 5.23 -0.20 -2.38
N -2.09 3.01 -0.20
C 3.34 1.23 3.33
H -1.81 2.44 0.60
H -2.06 -4.44 -4.00
C -0.99 0.56 2.76
H 4.02 0.50 3.77
C -3.81 -0.99 -1.28
As 2.61 1.05 -1.62
H -0.29 -0.04 -2.76
C -2.32 3.16 -2.60
O -1.06 1.06 1.56
C -0.48 -2.44 -1.75
H 6.83 -1.82 1.23
H 2.59 1.52 4.07
O -3.28 -0.20 -0.38
O 0.54 -0.94 -0.35
C -1.49 -0.92 2.85
N -1.18 1.34 -1.54
C 6.06 -1.27 0.71
H 7.01 -1.42 -1.22
H 3.91 2.12 3.04
C 3.75 2.50 -2.35
C 4.04 0.12 -0.62
C 1.87 -1.18 2.60
C -0.65 -3.41 -2.71
O -1.62 -1.48 1.69
C -1.87 2.49 -1.44
C -1.91 -3.68 -3.24
H 4.88 -1.01 2.46
H -2.95 3.52 -0.08
C 3.93 -0.11 0.75
Ti -1.30 -0.33 0.04
H 2.43 -1.10 -2.92
H -0.95 1.07 -4.88
C 5.15 -0.35 -1.31
N -1.56 -1.69 -1.27
H 1.87 0.28 -3.91
C 6.16 -1.04 -0.66
H 2.75 -1.68 3.00
O 1.89 -2.45 -1.34
As 2.35 0.53 1.77
H -2.90 4.07 -2.49
H 1.39 -1.80 1.85
H 0.23 -3.96 -3.04
H -4.00 -3.01 -3.17
O -0.55 1.14 3.74
H 3.18 3.04 -3.11
C -2.80 -1.94 -1.83
H 4.66 2.10 -2.80
C -2.00 2.65 -3.83
O -1.71 -1.43 3.93
C -3.00 -2.89 -2.78
H 1.17 -0.97 3.41
H 4.02 3.19 -1.55
H -2.35 3.16 -4.72
C 4.95 -0.81 1.39
O -4.97 -0.92 -1.68
C 0.77 -1.99 -1.14
H 3.61 -0.04 -3.73
C 2.64 -0.07 -3.23
C -0.86 0.88 -2.75
C -1.23 1.50 -3.92